1.
C22H38HgP2 | wB97M-V/def2-TZVPD

Values from the calculation:
Total charge   0
HOMO   -7.3046 eV
Gap between HOMO and LUMO   0.2938 Eh
Multiplicity   1

```
63
Properties=species:S:1:pos:R:3:forces:R:3
P -0.87268 -5.69596 -2.78477 -0.262 -0.178 0.790
P -3.29396 -5.38314 -0.69607 0.348 0.163 -0.363
C -1.91844 -7.18325 -2.42987 0.378 -0.164 -0.535
C -3.29648 -6.83506 -1.84754 -0.337 -0.016 0.349
H -1.33537 -7.82684 -1.75374 -0.250 0.117 -0.114
H -2.02190 -7.69530 -3.39515 -0.141 -0.400 0.289
H -4.02141 -6.59229 -2.63872 0.218 -0.145 0.100
H -3.69513 -7.66960 -1.25754 -0.078 -0.169 -0.393
C -2.76286 -6.21877 0.85183 -0.404 -0.203 -0.007
H -2.88362 -5.51879 1.68921 0.106 -0.237 -0.124
H -1.71426 -6.53919 0.78984 -0.372 0.084 0.004
H -3.40812 -7.09456 0.99600 0.154 0.057 0.253
C -5.06930 -5.12039 -0.39709 -0.187 -0.528 0.150
H -5.51236 -6.05480 -0.02574 -0.287 0.290 -0.036
H -5.54433 -4.82186 -1.34221 0.047 -0.045 0.335
H -5.18218 -4.32088 0.34786 -0.064 -0.223 -0.228
C 0.74862 -6.38853 -3.23088 -0.171 -0.466 -0.510
H 1.43825 -5.56058 -3.44236 -0.155 -0.254 0.062
H 0.63471 -7.02266 -4.11976 0.410 -0.058 0.115
H 1.12615 -6.97918 -2.38547 -0.011 0.150 -0.256
C -1.58040 -5.24163 -4.41721 0.252 -0.265 -0.123
H -2.61996 -4.90336 -4.30735 0.318 -0.090 -0.039
H -1.54685 -6.13740 -5.05276 -0.094 0.274 -0.124
H -0.97445 -4.44398 -4.86650 -0.240 -0.145 0.030
Hg 0.59503 1.50931 0.18521 -0.065 0.406 0.129
C -2.30875 -2.16317 0.07648 0.359 0.732 0.342
C -1.50397 -2.99380 0.75051 -0.469 0.201 0.463
C -0.58298 -4.09137 0.31635 0.481 -0.650 -0.045
C 0.81400 -3.72846 -0.20914 -0.492 -0.730 0.302
C 0.83732 -3.16164 -1.58902 0.147 1.067 -0.374
C -0.16671 -2.72827 -2.36893 0.691 0.526 0.092
C -1.62903 -2.92752 -2.21041 -0.778 -0.073 0.452
C -2.38771 -1.87481 -1.39109 0.114 -0.488 -0.481
C 1.40849 1.27455 -1.73501 -0.050 -0.158 0.130
H -2.95589 -1.51582 0.67623 0.203 -0.147 0.028
H -1.59756 -2.94976 1.84260 -0.097 0.130 -0.300
H -1.03050 -4.73692 -0.45558 0.237 0.381 0.444
H -0.45685 -4.75411 1.18936 0.128 0.315 -0.233
H 1.30496 -3.06770 0.52248 0.071 0.075 -0.431
H 1.40770 -4.66000 -0.21137 -0.078 0.218 0.037
H 1.85323 -3.00343 -1.96012 -0.174 0.262 0.035
H 0.09456 -2.10790 -3.23568 0.251 -0.507 0.041
H -1.82553 -3.88459 -1.70149 -0.023 0.969 -0.663
H -2.09860 -3.01500 -3.20209 0.237 0.187 0.220
H -2.00321 -0.87407 -1.63633 -0.159 0.004 0.305
H -3.44420 -1.88791 -1.70528 0.206 0.061 0.151
H 1.26370 2.21435 -2.27681 0.075 -0.190 -0.004
H 0.92940 0.45059 -2.27199 0.167 0.140 0.037
H 2.47932 1.07870 -1.61435 -0.177 -0.001 -0.211
C -0.09584 2.10342 2.13734 0.013 -0.729 -0.552
C 0.47623 3.44845 2.36255 0.170 0.362 0.075
C 1.80110 3.56384 2.83472 -0.288 0.446 -0.383
C 2.44651 4.79876 2.78562 -0.290 -0.058 0.124
C 1.74554 5.93852 2.38143 -0.007 0.013 -0.004
C 0.40238 5.84900 2.00693 0.123 -0.262 0.100
C -0.23703 4.60761 1.99327 0.435 -0.073 -0.003
H 0.32661 1.34210 2.80312 -0.445 0.220 0.137
H -1.18791 2.09578 2.08696 0.167 -0.119 0.375
H 2.31770 2.66806 3.19017 -0.079 0.274 -0.225
H 3.49951 4.87648 3.05517 -0.266 0.007 0.063
H 2.24819 6.90405 2.37329 -0.100 -0.195 -0.051
H -0.13384 6.74667 1.70047 0.092 -0.205 0.104
H -1.27861 4.51685 1.65525 0.492 0.039 0.151
```
Positions in Å, forces in eV/Å.



2.
C13H17N3O4Sn | wB97M-V/def2-TZVPD

Values from the calculation:
Total charge   +2
HOMO   -14.0087 eV
Gap between HOMO and LUMO   0.2172 Eh
Multiplicity   1

```
38
Properties=species:S:1:pos:R:3:forces:R:3
Sn -0.07153 -0.71287 -0.47965 -0.405 -0.630 -0.604
O 2.89580 0.93380 -3.50710 0.050 -0.044 -0.066
C 2.23082 0.29380 -2.59142 0.009 0.040 -0.001
O 1.09659 0.57307 -2.22648 -0.115 0.238 0.175
C 2.97884 -0.84354 -1.96585 0.083 0.074 -0.105
C 4.23052 -1.28087 -2.36827 0.014 -0.003 -0.073
C 4.79881 -2.33810 -1.67198 0.023 -0.017 -0.012
C 4.12156 -2.88475 -0.58909 -0.021 -0.076 0.024
C 2.87963 -2.36766 -0.25691 0.036 -0.083 0.109
N 2.32321 -1.38666 -0.95348 -0.074 0.301 0.277
C 2.01581 -2.78937 0.90582 0.139 -0.015 -0.026
O 2.41514 -3.68306 1.76151 -0.053 -0.056 0.025
O 0.92192 -2.26426 1.05508 -0.141 0.221 0.183
H 2.39302 1.68134 -3.87891 -0.047 -0.065 0.027
H 4.73624 -0.81086 -3.20027 0.001 -0.012 0.005
H 5.76365 -2.73102 -1.96449 -0.002 0.030 0.021
H 4.56822 -3.70062 -0.03553 0.022 0.009 -0.014
H 3.29543 -4.05564 1.60618 -0.020 0.036 -0.062
C -2.67111 0.88026 -0.48817 -0.073 0.022 -0.041
C -3.93261 1.61360 0.06611 0.144 -0.017 0.134
N -3.68909 2.00989 1.44259 -0.177 0.104 0.063
C -2.55006 2.91601 1.51765 -0.023 -0.188 -0.062
C -1.27223 2.19306 0.99676 -0.069 0.099 0.036
N -1.64589 0.81339 0.58147 0.568 0.116 0.191
C -2.19613 0.08277 1.75527 -0.062 -0.015 0.059
C -3.46234 0.83237 2.26664 0.073 0.075 -0.159
H -2.24119 1.41110 -1.34012 0.025 0.004 -0.024
H -2.91294 -0.14015 -0.80243 -0.010 -0.035 -0.014
H -4.80497 0.96362 0.03391 -0.001 -0.019 -0.025
H -4.15013 2.49961 -0.52753 0.011 -0.002 -0.030
H -2.42152 3.23383 2.55070 0.015 0.014 0.008
H -2.76625 3.79890 0.91872 0.010 0.022 0.005
H -0.50794 2.12115 1.77022 0.019 -0.040 0.006
H -0.84138 2.70600 0.13647 0.006 -0.023 -0.036
H -1.42008 0.03697 2.51957 0.036 -0.001 -0.001
H -2.43299 -0.93984 1.44697 -0.008 -0.028 -0.025
H -3.33374 1.14245 3.30203 0.020 -0.015 0.016
H -4.34109 0.19228 2.21400 -0.003 -0.022 0.016
```
Positions in Å, forces in eV/Å.



3.
C32H54N2O3P2Pr | wB97M-V/def2-TZVPD

Values from the calculation:
⟨S²⟩   2.02
Total charge   +1
HOMO (alpha / beta)   -9.2065 / -9.2065 eV
Gap between HOMO and LUMO (alpha / beta)   0.2137 / 0.2153 Eh
Multiplicity   3

```
94
Properties=species:S:1:pos:R:3:forces:R:3
Pr 0.06152 0.86570 0.17853 -1.566 -0.469 -2.204
C -1.02298 0.55880 2.42161 1.046 -0.205 0.527
C -0.51056 -0.75721 2.18969 0.235 0.562 0.737
C 1.29578 0.65411 2.46508 -0.840 -0.169 -0.087
C 0.10508 1.44061 2.59410 -0.375 -1.147 -0.089
C 0.91195 -0.69623 2.22607 -0.260 0.522 0.363
C -2.45637 0.90966 2.58077 -0.666 0.339 0.073
H -3.11759 0.16186 2.12206 0.196 0.180 0.142
H -2.69372 1.88905 2.13918 0.063 -0.402 0.222
H -2.69421 0.96426 3.65459 -0.049 -0.050 -0.277
C 0.08276 2.92627 2.53260 -0.087 0.448 0.385
H -0.93137 3.34429 2.53119 0.384 -0.208 0.092
H 0.57052 3.30260 1.60594 0.005 0.054 0.105
H 0.65254 3.34752 3.37372 -0.075 0.038 -0.333
C 2.68400 1.19598 2.43083 0.375 0.016 0.000
H 2.93325 1.77049 3.33521 -0.112 -0.119 -0.292
H 2.82999 1.87240 1.57060 0.072 0.048 0.141
H 3.42089 0.39054 2.32846 -0.151 0.220 0.069
C 1.83457 -1.86526 2.25570 0.359 -0.451 -0.187
H 2.09683 -2.13915 3.29262 -0.130 0.156 -0.338
H 2.77570 -1.65494 1.72986 -0.173 -0.141 0.126
H 1.38504 -2.75470 1.79733 0.123 0.201 0.082
C -1.30422 -2.01406 2.27334 -0.265 -0.323 -0.063
H -1.32635 -2.36079 3.31797 0.016 0.050 -0.251
H -0.87836 -2.82233 1.66980 -0.090 0.113 0.078
H -2.34178 -1.86571 1.96387 0.146 -0.045 -0.002
C -1.57345 0.55854 -2.38437 -0.404 -0.746 -0.421
C -2.19884 -0.13215 -1.25167 2.053 1.222 1.627
C -2.57974 -1.55625 -1.29843 -0.538 -0.565 -0.224
C -1.47448 -2.59560 -1.63050 -0.279 -0.660 0.242
C -0.06554 -2.18313 -1.29388 0.123 -0.084 0.344
C 0.71635 -1.36709 -2.01606 0.229 0.037 0.198
C 0.37326 -0.78418 -3.36614 0.199 0.311 -0.075
C -1.06282 -0.31583 -3.58138 -0.641 0.679 0.496
H -3.37781 -1.68398 -2.04828 -0.049 -0.330 0.230
H -1.58541 -2.92401 -2.67580 0.338 0.170 0.303
H -3.01346 -1.80630 -0.31812 0.051 0.004 -0.369
H -1.74140 -1.15880 -3.77311 0.135 0.341 0.267
H -0.70609 1.22267 -2.06306 -0.254 0.066 -0.684
H -2.83041 0.48604 -0.60192 0.036 -0.170 -0.529
H -1.10019 0.29394 -4.49502 0.064 -0.039 0.289
H 1.05860 0.06117 -3.52503 -0.176 -0.101 -0.139
H 1.74305 -1.14044 -1.67146 -0.369 -0.430 -0.128
H 0.59903 -1.49738 -4.17010 0.201 0.020 0.312
H -1.70439 -3.48323 -1.01864 0.129 0.157 -0.356
H 0.33849 -2.66552 -0.38710 -0.009 0.533 -0.373
P 2.44170 -2.74451 -6.24006 -0.742 -0.037 -0.492
P 5.18578 -3.75439 -5.95127 1.027 -0.514 -0.657
C 3.07930 -3.64433 -7.76615 -0.129 0.051 0.249
C 4.60082 -3.71796 -7.73288 0.257 0.289 0.463
H 2.72447 -3.11319 -8.65904 -0.042 -0.262 0.141
H 2.64085 -4.65131 -7.76928 0.093 0.204 0.011
H 4.98995 -4.61087 -8.23908 -0.043 0.284 -0.047
H 5.05280 -2.82997 -8.19468 -0.111 -0.153 0.015
C 6.97695 -3.66866 -6.34804 0.172 0.020 0.096
H 7.55108 -3.86930 -5.43796 0.037 0.016 -0.178
H 7.22211 -2.66010 -6.69448 0.048 -0.132 0.033
H 7.24030 -4.39738 -7.12119 0.126 0.099 0.073
C 5.10519 -5.59160 -5.78834 -0.076 0.015 0.335
H 5.53231 -6.06240 -6.68119 -0.080 -0.033 0.200
H 4.07162 -5.92459 -5.65058 0.127 -0.044 -0.021
H 5.68262 -5.88454 -4.90452 -0.135 -0.085 -0.137
C 1.86478 -1.23536 -7.13126 -0.174 0.001 0.065
H 1.26171 -0.61724 -6.45308 0.106 -0.004 -0.249
H 1.27422 -1.52641 -8.01203 0.076 0.274 0.202
H 2.74551 -0.65954 -7.44861 -0.281 -0.092 0.058
C 0.85642 -3.67537 -6.07842 -0.123 0.112 -0.164
H 1.08870 -4.68700 -5.71623 -0.138 0.263 -0.096
H 0.34807 -3.73603 -7.05143 -0.065 -0.075 0.309
H 0.20847 -3.18073 -5.34276 0.010 -0.222 -0.209
C -2.18423 6.60742 -0.67024 0.146 0.214 -0.083
C -3.50594 6.11458 -0.11915 -0.376 -0.046 0.073
C -3.88730 4.70500 -0.63412 0.347 0.236 0.114
C -5.30535 4.30052 -0.12113 -0.284 -0.203 -0.357
C -5.54653 4.47967 1.36864 0.108 -0.089 0.212
C -3.98132 4.71785 -2.15033 -0.261 1.173 -0.880
O -4.31272 5.66974 -2.83855 0.236 -1.446 1.045
N -3.69532 3.48163 -2.75870 0.222 -0.311 0.001
C -2.80766 2.59578 -2.21969 -0.080 0.024 0.097
O -2.54575 1.56257 -2.99958 0.595 1.060 0.671
N -2.25987 2.75850 -1.03268 0.014 -0.346 -0.059
C -2.83094 3.66946 -0.15823 -0.244 0.391 0.760
O -2.52011 3.63936 1.03164 -0.040 0.205 -1.316
H -1.35575 5.98106 -0.32250 -0.014 0.088 -0.065
H -2.00441 7.63309 -0.33169 0.085 -0.196 -0.071
H -2.20082 6.61798 -1.76526 0.112 0.037 0.181
H -3.47709 6.09554 0.97853 0.025 -0.132 -0.339
H -4.30895 6.81389 -0.40371 0.192 -0.318 0.021
H -6.06131 4.89228 -0.66538 0.421 -0.106 0.014
H -5.47655 3.25472 -0.40899 -0.059 0.081 0.083
H -5.48985 5.53273 1.66294 -0.001 -0.220 -0.033
H -6.55362 4.12514 1.61117 0.173 0.030 -0.020
H -4.82012 3.90756 1.95571 -0.179 0.162 -0.021
H -3.89443 3.37783 -3.74391 -0.094 0.106 -0.055
```
Positions in Å, forces in eV/Å.



4.
C18H33BN2O2S | wB97M-V/def2-TZVPD

Values from the calculation:
Total charge   0
HOMO   -8.6836 eV
Gap between HOMO and LUMO   0.2574 Eh
Multiplicity   1
SMILES   OB(O)c1cccc2nsnc12.CCCCCC.CCCCCC

```
57
Properties=species:S:1:pos:R:3:forces:R:3
O 3.35190 -3.75308 -0.17553 -2.768 0.823 1.567
B 2.46715 -2.93243 0.67899 0.977 0.646 0.394
O 2.99580 -1.80392 1.52418 0.308 -3.703 -1.940
C 0.80287 -3.12680 0.76023 -2.645 -1.430 0.328
C 0.06978 -4.55014 1.13401 -1.509 4.715 -1.191
C -1.59774 -4.56911 1.21614 0.379 4.359 -1.052
C -2.43883 -3.18850 0.92346 2.847 -1.408 0.196
C -1.69670 -1.76901 0.54243 1.783 1.213 -0.279
N -2.28898 -0.40442 0.25774 4.679 -3.498 0.504
S -0.91272 0.66621 -0.07069 0.145 -4.673 1.061
N 0.53860 -0.35323 0.08747 -5.558 -3.867 1.282
C -0.06022 -1.72716 0.45434 -0.873 0.427 0.008
H 2.84431 -4.44265 -0.69677 0.717 1.350 1.030
H 3.98116 -1.91164 1.67037 -1.586 0.249 -0.518
H 0.69469 -5.52605 1.33470 -1.374 2.296 -0.433
H -2.21528 -5.55385 1.48489 1.622 2.489 -0.674
H -3.62282 -3.16545 0.97617 2.874 -0.204 -0.089
C 8.45521 -0.99087 -1.44073 0.137 -0.184 0.110
C 7.31207 -1.35278 -2.37705 -0.018 0.056 -0.071
C 6.48674 -0.14257 -2.81940 -0.116 -0.048 -0.089
C 5.76749 0.60953 -1.69378 0.124 0.019 0.086
C 4.80654 -0.23351 -0.85142 -0.084 0.208 -0.035
C 3.64965 -0.80746 -1.65506 -0.132 -0.159 0.043
H 8.09080 -0.56020 -0.50411 0.059 0.003 -0.071
H 9.03520 -1.88661 -1.18949 -0.031 0.185 0.005
H 9.13336 -0.27187 -1.91263 -0.073 -0.035 0.091
H 6.67050 -2.10182 -1.89871 -0.001 0.077 -0.062
H 7.73207 -1.83263 -3.26792 -0.089 0.010 0.045
H 5.75351 -0.47271 -3.56420 0.033 0.050 0.061
H 7.14540 0.56367 -3.34018 -0.032 -0.064 0.040
H 5.21033 1.44440 -2.13836 0.033 -0.092 0.058
H 6.50907 1.06570 -1.02774 -0.031 -0.020 -0.073
H 4.39675 0.39958 -0.05538 0.060 -0.087 -0.049
H 5.34542 -1.04496 -0.35182 0.055 0.002 -0.035
H 3.06844 -0.00931 -2.12733 0.052 -0.073 0.015
H 2.97782 -1.36774 -0.99668 0.096 0.286 -0.339
H 3.99716 -1.49277 -2.43371 -0.042 0.055 0.046
C -3.84479 2.46319 1.51873 0.124 -0.225 0.157
C -4.98793 2.10128 0.58241 0.018 0.076 -0.101
C -5.81326 3.31149 0.14006 -0.119 -0.061 -0.066
C -6.53251 4.06359 1.26568 0.111 0.051 0.083
C -7.49346 3.22055 2.10804 0.015 0.176 -0.034
C -8.65035 2.64659 1.30440 -0.122 -0.183 0.096
H -4.20920 2.89385 2.45535 0.061 0.026 -0.070
H -3.26480 1.56744 1.76997 -0.089 0.204 -0.003
H -3.16664 3.18218 1.04683 -0.062 0.003 0.075
H -5.62950 1.35223 1.06075 0.020 0.065 -0.066
H -4.56793 1.62142 -0.30846 -0.091 -0.017 0.074
H -6.54649 2.98135 -0.60474 0.032 0.052 0.051
H -5.15460 4.01772 -0.38072 -0.038 -0.060 0.041
H -7.08967 4.89846 0.82110 0.031 -0.082 0.055
H -5.79093 4.51976 1.93172 -0.038 -0.029 -0.073
H -7.90325 3.85363 2.90408 0.095 -0.071 -0.042
H -6.95458 2.40910 2.60764 0.020 0.057 -0.027
H -9.23156 3.44474 0.83213 0.060 -0.084 -0.018
H -9.32218 2.08632 1.96278 0.015 0.044 -0.145
H -8.30284 1.96128 0.52575 -0.061 0.084 0.042
```
Positions in Å, forces in eV/Å.



Relative energy (zero: lowest compared OMol25 entry of this formula, charge and spin)
In order: 0.0, 82.9, 0.0, 936.5
Unit: kJ/mol